Below is a molecular structure, CH3ClO2P in a non-equilibrium geometry, with properties calculated with wB97M-V/def2-TZVPD.

Positions of all 8 atoms, in Å:
C (0.33972, -0.47535, -0.13301)
O (-1.63886, 1.69463, -0.49491)
O (1.55461, -1.23283, -0.52875)
P (-0.50729, 1.71280, 0.40124)
Cl (-1.32150, 1.11941, 2.21388)
H (-0.29593, -0.85874, -0.95787)
H (1.85662, -0.85353, -1.30091)
H (0.01261, -1.10639, 0.80033)

**Energy above the lowest of the compared OMol25 structures with the same formula, charge and spin**: 3.9059 eV
**Total charge**: -1
**Frontier orbital gap**: 7.07 eV
**E_LUMO**: 4.0558 eV

***

Below is a molecular structure, C2H10O10Pd in a non-equilibrium geometry, with properties calculated with wB97M-V/def2-TZVPD.

Positions of all 23 atoms, in Å:
Pd (0.06884, -0.15942, -0.12967)
O (1.07485, 0.49508, 3.96600)
C (0.93840, -0.20973, 2.71931)
O (0.10955, 0.18696, 1.89311)
O (1.72990, -1.15958, 2.58323)
H (0.40131, 1.15945, 3.90696)
O (-2.57146, 2.54241, -1.73000)
C (-2.13687, 1.29450, -1.38356)
O (-2.64741, 0.32525, -1.88860)
O (-1.22530, 1.39160, -0.45219)
H (-3.31921, 2.46929, -2.33024)
O (-1.33534, -2.31460, 0.22909)
H (-0.93966, -2.76070, 0.95734)
H (-2.21057, -2.22075, 0.38468)
O (0.33751, -0.38839, -2.56858)
H (0.87421, 0.42952, -2.53826)
H (-0.50626, -0.00167, -2.79975)
O (1.71064, -1.67464, -0.20586)
H (1.41390, -2.41096, -0.70080)
H (2.18857, -1.97547, 0.69439)
O (1.82567, 1.49571, -0.44760)
H (1.58411, 2.35519, -0.10920)
H (2.63461, 1.13094, -0.04979)

**2S+1**: 3
**Frontier orbital gap (spin up / spin down)**: 9.36 / 8.33 eV
**E_LUMO (spin up / spin down)**: -0.0625 / -1.4582 eV

***

Below is C16H12FN3O2 in the gas phase in a non-equilibrium geometry, with properties calculated with wB97M-V/def2-TZVPD.

Positions of all 34 atoms, in Å:
F (5.35257, 0.49173, 1.57470)
C (4.02966, 0.18176, 1.37715)
C (3.64052, -1.14945, 1.47681)
C (2.30675, -1.45917, 1.21649)
C (1.40623, -0.46137, 0.83418)
C (0.04164, -0.88901, 0.30935)
C (-1.19017, -0.30238, 0.95606)
C (-2.35516, -1.09038, 0.92801)
C (-3.59241, -0.49264, 1.15234)
C (-3.66538, 0.88332, 1.40904)
C (-2.49511, 1.61957, 1.60673)
C (-1.24726, 1.00130, 1.46076)
C (1.81991, 0.87138, 0.77809)
C (3.14131, 1.21226, 1.08958)
H (4.35015, -1.92796, 1.74121)
H (1.94665, -2.49016, 1.26622)
H (-0.01207, -1.97957, 0.42025)
H (-2.26972, -2.16049, 0.70893)
H (-4.49903, -1.09767, 1.09931)
H (-4.63667, 1.37570, 1.46467)
H (-2.53650, 2.67994, 1.86397)
H (-0.33426, 1.54040, 1.71716)
H (1.12953, 1.65301, 0.45417)
H (3.45993, 2.25044, 1.08282)
N (-0.01135, -0.58996, -1.09858)
C (0.94155, -1.02878, -2.02494)
N (0.64320, -0.63611, -3.25037)
C (-0.52787, 0.07856, -3.12083)
N (-1.10710, 0.74552, -4.20767)
O (-2.14666, 1.40938, -3.96742)
O (-0.58670, 0.66787, -5.32567)
C (-0.96670, 0.09909, -1.81532)
H (1.82434, -1.59399, -1.72432)
H (-1.85383, 0.58786, -1.45287)

**SMILES**: O=[N+]([O-])c1cn([C@H](c2ccccc2)c2ccc(F)cc2)cn1
**Energy above the lowest of the compared OMol25 structures with the same formula, charge and spin**: 1.5435 eV
**Frontier orbital gap**: 9.33 eV
**E_LUMO**: -0.1670 eV

***

Below is a molecular structure, C28H31BaN8, with properties calculated with wB97M-V/def2-TZVPD.

Positions of all 68 atoms, in Å:
Ba (0.22191, -0.42691, -0.41005)
C (2.71582, -2.87127, -1.31020)
C (2.25114, -3.23540, 0.09821)
N (0.80437, -3.07531, 0.34300)
C (-0.08080, -3.99640, -0.38513)
C (-0.43369, -3.63810, -1.83185)
C (-0.84152, -4.63601, -2.70684)
C (-1.14344, -4.28282, -4.01245)
C (-1.00430, -2.96801, -4.42530)
C (-0.59378, -2.01905, -3.49634)
C (-0.42573, -0.56326, -3.93616)
N (0.48507, 0.28878, -3.15448)
C (1.91948, 0.17021, -3.47217)
C (2.55206, -1.16768, -3.09943)
N (2.55392, -1.45938, -1.66296)
N (-0.35120, -2.37585, -2.23817)
H (2.14487, -3.46117, -2.03043)
H (3.75762, -3.19296, -1.43205)
H (2.78241, -2.62243, 0.83090)
H (2.54777, -4.27928, 0.26489)
H (0.64030, -3.19980, 1.33430)
H (-1.01810, -4.06096, 0.17290)
H (0.34195, -5.00976, -0.40574)
H (-0.90761, -5.66589, -2.38159)
H (-1.46250, -5.03935, -4.71727)
H (-1.20191, -2.68510, -5.45079)
H (-1.41771, -0.10613, -3.89661)
H (-0.12560, -0.57911, -4.99209)
H (0.20868, 1.25117, -3.30283)
H (2.44667, 0.97896, -2.95869)
H (2.08707, 0.31581, -4.54771)
H (3.56724, -1.20876, -3.51198)
H (1.99620, -1.96633, -3.59499)
H (3.24015, -0.88797, -1.17652)
C (-4.41280, -2.24026, -2.70398)
C (-4.23110, -0.88238, -2.93474)
C (-3.60154, -0.08529, -1.99047)
C (-3.14492, -0.64170, -0.79284)
C (-3.35078, -2.00117, -0.55779)
C (-3.97783, -2.79437, -1.50942)
N (-2.38761, 0.12369, 0.12145)
C (-2.99274, 1.03463, 0.87285)
C (-4.42376, 1.15369, 0.91280)
C (-5.07249, 2.10967, 1.63180)
C (-4.37754, 3.05850, 2.41446)
C (-3.02446, 2.95976, 2.46154)
C (-2.28497, 1.96804, 1.74864)
N (-0.96477, 2.04596, 2.05667)
N (-0.13604, 1.21371, 1.56237)
C (1.21327, 1.39661, 2.03940)
C (1.52059, 2.19672, 3.13840)
C (2.83918, 2.28114, 3.53786)
C (3.81235, 1.57050, 2.84436)
C (3.41117, 0.80100, 1.77126)
N (2.14323, 0.70569, 1.36171)
H (-4.90757, -2.85621, -3.44321)
H (-4.59034, -0.43965, -3.85586)
H (-3.46574, 0.97587, -2.16592)
H (-3.02405, -2.41577, 0.38958)
H (-4.13759, -3.84675, -1.30855)
H (-5.00721, 0.44858, 0.33690)
H (-6.15558, 2.12992, 1.60370)
H (-4.90952, 3.81590, 2.97081)
H (-2.42892, 3.62982, 3.06757)
H (0.73167, 2.72412, 3.65102)
H (3.10771, 2.89266, 4.38937)
H (4.85368, 1.60833, 3.12890)
H (4.13866, 0.22842, 1.20526)

**Total charge**: +1
**Frontier orbital gap**: 6.68 eV
**E_LUMO**: -2.5431 eV

***

Below is 2 unconnected molecules or ions with the total composition C4H14N2O in a non-equilibrium geometry, with properties calculated with wB97M-V/def2-TZVPD.

Positions of all 21 atoms, in Å:
C (-1.21167, -1.32690, 0.85029)
C (-1.52745, 0.19386, 0.61048)
C (-2.23499, 0.71711, 1.92329)
N (-0.36100, 1.01033, 0.28789)
C (-0.07111, 1.18520, -1.13843)
N (0.50876, 0.02725, -1.87540)
H (-2.00820, -2.11589, 0.79334)
H (-0.83481, -1.42498, 1.88480)
H (-0.31531, -1.51142, 0.18541)
H (-2.39677, 0.27142, -0.03949)
H (-2.84268, 1.61828, 1.85022)
H (-1.55873, 0.86757, 2.76109)
H (-3.02596, -0.03266, 2.14268)
H (0.44163, 0.60054, 0.78666)
H (0.57285, 2.13129, -1.32762)
H (-1.06961, 1.23061, -1.55524)
H (1.36579, -0.28397, -1.38870)
H (-0.08993, -0.76060, -1.94239)
H (4.40426, -1.96203, -1.02994)
H (4.21033, -0.44562, -1.10911)
O (4.04802, -1.25765, -0.54661)

**SMILES**: CC(C)NCN.O
**Energy above the lowest of the compared OMol25 structures with the same formula, charge and spin**: 1.8813 eV
**Frontier orbital gap**: 9.36 eV
**E_LUMO**: 0.7790 eV

***

Below is a gas-phase ion, C3H8NOS (charge -1) in a non-equilibrium geometry, with properties calculated with wB97M-V/def2-TZVPD.

Positions of all 14 atoms, in Å:
C (-1.96831, 0.05770, 0.34819)
C (0.60800, 0.14874, 0.57633)
C (0.92520, -0.01118, -0.90687)
N (-0.82703, -0.48674, 1.07128)
O (-0.63900, -1.79104, 1.12086)
S (2.50423, 0.75659, -1.67379)
H (-2.98043, -0.02971, 0.94077)
H (-1.96246, 1.19852, 0.29022)
H (-2.01588, -0.49370, -0.70221)
H (0.79177, 1.08822, 0.91761)
H (1.33569, -0.40165, 1.10561)
H (1.00124, -1.11150, -1.11255)
H (-0.01153, 0.33899, -1.43151)
H (3.23852, 0.73678, -0.54396)

**SMILES**: CN([O-])CCS
**Energy above the lowest of the compared OMol25 structures with the same formula, charge and spin**: 4.8183 eV
**Total charge**: -1
**Frontier orbital gap**: 4.29 eV
**E_LUMO**: 3.1759 eV

***

What did the first record say?
Below is a molecular structure, CH3ClO2P in a non-equilibrium geometry, with properties calculated with wB97M-V/def2-TZVPD.

Positions of all 8 atoms, in Å:
C (0.33972, -0.47535, -0.13301)
O (-1.63886, 1.69463, -0.49491)
O (1.55461, -1.23283, -0.52875)
P (-0.50729, 1.71280, 0.40124)
Cl (-1.32150, 1.11941, 2.21388)
H (-0.29593, -0.85874, -0.95787)
H (1.85662, -0.85353, -1.30091)
H (0.01261, -1.10639, 0.80033)

**Energy above the lowest of the compared OMol25 structures with the same formula, charge and spin**: 3.9059 eV
**Total charge**: -1
**Frontier orbital gap**: 7.07 eV
**E_LUMO**: 4.0558 eV